(1)
Below is 3 unconnected molecules or ions with the total composition C32H54Br2N2O6, with properties calculated with wB97M-V/def2-TZVPD.

Structure (XYZ):
```
96
Properties=species:S:1:pos:R:3:lowdin_spin:R:1
Br -0.75666 -4.19213 0.54168 0.000
Br -3.96442 -4.11241 1.81556 0.000
O -6.10003 1.21884 -0.62523 0.512
O 1.42254 2.11161 -0.13049 0.496
O -0.81975 -0.75308 1.16068 0.000
O 2.44015 -1.96804 5.01929 0.000
O 7.45739 -1.67642 2.78020 0.000
O 4.47157 -0.36716 2.27212 0.000
N 1.92038 2.35037 -1.27656 0.401
N -5.98424 0.04827 -1.12917 0.391
C -6.96758 -0.22511 -2.23064 0.025
C 3.49341 4.21820 -1.00187 0.017
C -8.25410 0.52201 -1.90034 -0.001
C -0.10891 -2.46489 2.61928 0.000
C -4.41896 -1.92652 -1.18370 0.004
C -2.61918 -2.75008 2.23018 0.000
C -4.55790 -0.40403 -1.28151 0.025
C 3.48342 0.04032 3.20619 0.000
C 1.16283 4.60005 -1.87462 0.017
C -1.23373 -3.39741 2.25221 0.000
C 7.82014 -2.99313 2.39519 0.000
C 1.33186 -0.44676 2.03733 0.001
C 5.00728 -1.65494 2.54585 0.000
C 0.98237 3.10732 -2.16870 0.026
C 3.38230 2.70811 -1.24446 0.026
C 0.74836 -2.74530 3.60019 0.000
C 1.85032 -1.82632 3.97453 0.000
C -6.36880 0.30443 -3.53837 0.017
C 6.22569 -1.59231 3.47365 0.000
C 4.03138 1.92635 -0.09953 -0.001
C -7.32075 -1.71136 -2.33920 0.004
C 4.10317 2.30255 -2.53563 0.004
C -2.94059 -2.06949 3.56949 0.000
C 1.21839 2.79421 -3.64860 0.004
C -0.43798 2.66815 -1.83010 -0.001
C 8.48893 -3.77246 3.51877 0.000
C -4.95351 -0.20617 -3.80146 0.001
C 0.06107 -1.18057 1.86488 0.000
C -3.75747 0.20561 -0.13623 -0.002
C 2.18740 -0.72897 3.02003 0.000
C 2.61919 5.05238 -1.93827 0.001
C -4.03141 0.11280 -2.62581 0.016
H 5.17516 2.27318 -2.33977 0.000
H -7.03836 0.03055 -4.35779 0.002
H 3.79135 1.30849 -2.85810 0.001
H 5.30695 -2.07791 1.58065 0.000
H -2.68757 -2.04198 1.40874 0.000
H -3.90660 1.19813 -2.55610 0.002
H -0.54904 1.58928 -1.94390 0.000
H 8.50741 -2.88792 1.54899 0.000
H 3.62969 2.21460 0.86695 0.000
H -0.71493 2.93043 -0.81309 0.000
H 8.80901 -4.75036 3.13969 0.000
H 3.95279 2.99617 -3.35758 0.000
H 1.50341 0.36730 1.33866 0.000
H -2.13020 -2.20307 4.29161 0.000
H 6.16173 -2.36179 4.25682 0.000
H -4.17701 -0.09029 0.82774 0.000
H -2.72854 -0.15363 -0.19521 0.000
H -4.96634 -1.28146 -3.99864 0.000
H 4.24130 -2.31797 2.96987 0.000
H 7.80590 -3.95868 4.35317 0.000
H 0.76960 4.80548 -0.87429 0.002
H -8.12152 -1.82219 -3.07164 0.000
H -6.34940 1.39759 -3.49100 0.002
H 0.54983 5.16388 -2.58189 0.002
H -6.50211 -2.34185 -2.66515 0.000
H 0.66369 -3.65518 4.19280 0.000
H 2.99151 4.99483 -2.96457 0.000
H -1.12555 3.16306 -2.51885 0.000
H -8.99959 0.27824 -2.65969 0.000
H 9.36958 -3.24113 3.88740 0.000
H -4.68029 -2.44786 -2.10013 0.000
H -1.24430 -4.21517 2.97980 0.000
H 3.20373 4.42531 0.03306 0.002
H -8.63885 0.21840 -0.92651 0.000
H 3.88903 0.85205 -0.21842 0.000
H -8.10683 1.59792 -1.88810 0.000
H 4.54455 4.49967 -1.10254 0.002
H 6.94590 -3.55124 2.02647 0.000
H 6.22910 -0.61728 3.97396 0.000
H 1.15334 1.71975 -3.82585 0.001
H -3.08317 -0.99597 3.41499 0.000
H -5.02909 -2.32762 -0.37400 0.001
H 2.68443 6.10309 -1.65047 0.001
H 5.10364 2.12591 -0.09440 0.000
H 2.16874 3.14685 -4.03272 0.000
H -3.74824 1.29112 -0.17876 0.000
H -3.03784 -0.31445 -2.78660 0.002
H -4.56128 0.26368 -4.70549 0.001
H 3.83017 -0.07648 4.23982 0.000
H 0.43639 3.28220 -4.23141 0.000
H -3.37876 -2.18267 -0.97357 0.000
H -7.68204 -2.08747 -1.38117 0.001
H 3.30991 1.10359 3.01631 0.000
H -3.85390 -2.46560 4.01304 0.000
```

Properties
- Charge: 0
- 2S+1: 3
- HOMO-LUMO gap (alpha / beta): 0.231 / 0.277 Eh
- E: -6960.5359 Eh
- Largest force on an atom: 0.0115 Eh/bohr

---

(2)
Below is 3 unconnected molecules or ions with the total composition C32H54BrFI2N3O8S in a non-equilibrium geometry, with properties calculated with wB97M-V/def2-TZVPD.

Structure (XYZ):
```
102
Properties=species:S:1:pos:R:3:mulliken_charge:R:1
I -3.07310 2.73779 -1.06595 0.119
I 8.73156 3.66830 -1.11569 0.085
Br 1.50790 3.26479 3.06290 0.124
S 3.32452 3.06628 -5.77155 -0.249
F 3.91207 4.25727 1.01223 -0.418
O 6.23006 5.31249 -0.54853 -0.458
O -0.95732 -10.67731 -0.05845 -0.337
O -10.21726 6.38707 -1.58170 -0.424
O 3.21171 0.82572 4.63905 -0.446
O 4.30129 1.46274 2.58666 -0.223
O -5.87388 5.21070 -1.04841 -0.251
O 1.61762 -7.38094 1.68422 -0.400
O -0.95182 4.76131 0.14508 -0.482
N 1.32255 2.67116 0.27539 0.593
N 1.91483 -10.37716 0.77874 -0.332
N -7.68328 7.37228 -0.00253 -0.339
C 3.65606 0.43375 3.41243 0.325
C 3.87004 4.04178 -4.22385 -0.433
C -7.16800 6.22390 0.75429 -0.221
C 4.36959 -2.25109 3.92542 -0.621
C -9.25740 5.48905 -2.12172 -0.509
C 3.46254 -1.15107 3.05088 0.638
C 2.26870 -3.43353 1.67309 -0.505
C -5.77721 5.80816 0.25103 -0.811
C 0.31937 -7.57736 1.14074 -0.633
C -10.12161 6.57514 -0.16976 -0.474
C -9.10196 7.65168 0.24972 -0.667
C -0.14500 -11.72476 0.48730 -0.802
C 3.56430 1.74306 1.34711 -0.567
C -0.72125 -10.45247 -1.44206 -0.713
C 2.43856 -1.79403 1.94533 0.095
C 4.19805 -3.89351 3.65809 -0.372
C 6.68553 4.07588 -0.33846 -0.024
C 3.59955 2.90892 -1.08368 0.241
C -5.28859 6.00484 -2.07186 -0.795
C 2.09258 -8.46287 2.48543 -0.423
C 1.17399 2.59792 -2.38129 -0.917
C 1.96588 2.05002 1.53343 -1.023
C 0.87841 -11.14822 1.47757 -0.180
C 3.14725 -4.52056 2.53031 0.006
C 4.46784 2.18220 -2.26214 -0.761
C 5.91492 2.85684 0.43701 -0.675
C 2.76618 -9.58957 1.67833 -0.776
C -0.13486 2.23761 0.31684 -0.466
C 2.04793 2.28887 -1.00833 -0.950
C 4.27951 2.92390 0.40263 0.966
C -1.19268 3.45874 -0.10224 0.111
C 5.05258 3.23937 -3.41642 -0.674
H 1.74725 -1.10362 1.30191 0.041
H 0.28442 1.80260 -2.40681 0.331
H 1.30869 -8.83215 3.15409 0.340
H 2.86185 -8.03242 3.13779 0.359
H 0.78012 3.71422 -2.38813 0.300
H -0.49404 1.89852 1.40368 0.479
H -8.98279 4.69600 -1.41994 0.264
H -5.27143 5.41481 -2.99203 0.245
H -7.56569 7.19445 -0.99700 0.079
H 1.78753 2.38989 -3.37914 0.135
H -5.38553 5.03433 0.92065 0.373
H 3.45377 4.04711 -1.40816 0.331
H -9.69272 5.02435 -3.01241 0.320
H -7.83015 5.36039 0.65826 0.176
H -9.33819 8.57331 -0.29849 0.363
H -9.23792 7.87534 1.31329 0.393
H 5.32060 1.46819 -1.90050 0.360
H -0.24914 1.28143 -0.35949 0.434
H -0.14596 -6.59453 1.01309 0.296
H -5.07183 6.64777 0.27078 0.408
H 2.96875 4.38327 -3.56031 0.200
H -5.88230 6.90374 -2.25256 0.347
H -8.37209 6.03881 -2.44603 0.149
H 3.70313 1.48911 -2.86294 0.400
H 1.43463 3.71882 0.36760 0.706
H -9.96631 5.62201 0.34539 0.337
H -7.10200 6.49329 1.81489 0.398
H 4.80275 -4.70924 4.28606 0.280
H 5.11973 -1.95291 4.77278 0.302
H 6.25047 2.91863 1.57751 0.482
H 1.45502 1.00144 1.78732 0.671
H 0.33977 -12.32390 -0.29303 0.400
H 3.27637 -10.26743 2.37109 0.408
H -4.26052 6.27831 -1.81745 0.324
H 2.02623 3.53781 -6.04477 0.161
H 3.54477 -9.13684 1.05019 0.380
H 2.16166 1.10096 -0.97458 0.256
H 1.35168 -11.97061 2.02667 0.386
H 0.39330 -8.02919 0.14999 0.202
H 3.63621 0.74939 0.68902 0.271
H 6.35238 1.83075 0.03084 0.441
H -1.47801 -9.75285 -1.80673 0.233
H 1.46934 -9.74002 0.12300 0.076
H 5.65911 2.62958 -4.24273 0.426
H 5.80419 4.02413 -2.98321 0.184
H 4.35936 5.03724 -4.66359 0.349
H 0.26278 -10.00536 -1.59996 0.302
H -11.10960 6.92837 0.14923 0.352
H -0.80729 -11.38239 -2.01152 0.343
H -0.82147 -12.38798 1.03789 0.392
H 3.02189 -5.69252 2.37521 0.120
H 1.48348 -3.84733 0.88339 0.270
H -0.32179 -8.17904 1.79168 0.307
H 0.33727 -10.52310 2.19152 0.166
```

Properties
- Charge: +1
- HOMO-LUMO gap: 0.232 Eh
- E: -5684.3837 Eh
- Largest force on an atom: 0.1826 Eh/bohr

---

(3)
Below is a molecular structure, C32H55BGeN8OOsS in a non-equilibrium geometry, with properties calculated with wB97M-V/def2-TZVPD.

Structure (XYZ):
```
100
Properties=species:S:1:pos:R:3:lowdin_spin:R:1
Os 0.71422 -0.74830 -0.33603 1.797
Ge -0.81394 0.93660 -1.38984 0.224
S 0.65955 -0.71373 2.15219 0.020
O -0.08903 0.94211 0.27622 0.267
N -1.47620 0.76698 2.84581 0.000
N 0.80533 -2.76346 -0.90912 0.027
N -1.76833 -1.53540 2.87626 0.001
N 1.33803 -0.33952 -2.39992 0.020
N 1.89474 -3.19205 -1.60582 0.009
N 2.99428 -1.31270 0.46090 0.068
N 2.45367 -1.00776 -2.75651 0.018
N 3.68398 -1.73350 -0.64592 0.003
C 1.73855 -4.48172 -1.91327 0.027
C 2.15881 0.50512 -4.34060 0.018
C -1.69792 0.62085 -3.62872 0.038
C -0.15589 3.72809 0.34102 0.099
C 0.52600 -4.91534 -1.41279 0.005
C -0.03575 -3.80056 -0.79288 0.019
C -3.78230 -2.73258 3.56022 0.000
C -4.29852 2.31102 -1.68185 0.000
C 5.20962 -1.37450 0.88679 0.004
C -3.04237 -1.46219 3.32087 0.000
C -1.34655 -3.67749 -0.08341 0.004
C -0.98689 -0.44254 2.63456 0.006
C 0.15634 3.02621 -1.65314 0.426
C -3.55348 -0.20713 3.52919 -0.001
C -2.73172 0.89691 3.28465 0.000
C 2.13420 5.14752 -0.40782 0.002
C 2.94959 -0.54011 -3.90306 0.000
C 4.40957 -1.77529 3.76526 0.000
C 1.31693 4.24675 0.53930 0.016
C 4.51214 0.65652 3.07817 0.000
C -1.37449 -4.60985 1.13010 0.001
C -3.21474 2.28990 3.50949 0.000
C 2.71098 4.76085 -1.77111 0.003
C -2.51039 -3.97026 -1.03200 0.001
C 1.16507 0.60217 -3.37572 0.009
C 5.00076 -1.77550 -0.40064 0.004
C 0.00024 1.65027 -3.49853 0.429
C -2.98353 0.20328 -1.08404 0.232
C 3.93657 -1.10592 1.41437 0.009
C 3.81601 -0.69110 2.85813 0.000
C -4.14515 0.80003 -1.85842 0.025
C -4.48279 2.73647 -0.23022 0.000
B 3.04097 -2.22035 -1.93142 0.006
H 3.36263 5.58021 -2.07248 0.000
H -1.99401 -0.00519 -2.72654 0.003
H -0.80216 4.53229 0.01346 0.005
H 1.09189 3.52489 -1.47397 0.020
H 0.12148 2.53215 -0.20148 0.023
H -3.08848 0.35930 -0.00988 0.006
H 0.09534 2.24655 -4.40284 0.029
H 2.49758 -5.01059 -2.46575 0.002
H 5.47211 -1.93125 3.57744 0.000
H 2.27212 1.09292 -5.23451 0.001
H 4.29516 -1.48172 4.80910 0.000
H -2.46175 -4.99491 -1.40266 0.000
H 4.07314 1.43092 2.44619 0.000
H 3.90071 -2.72910 3.62005 0.000
H 2.98508 5.36904 0.23604 0.000
H 6.14974 -1.31325 1.40517 0.001
H 3.31294 3.85078 -1.72885 0.000
H -1.43010 -2.64005 0.26254 0.004
H -2.56726 2.78175 4.23633 0.000
H 1.91335 3.37461 0.81744 0.000
H -2.49546 -3.30412 -1.89673 0.000
H -1.28513 -5.65304 0.82599 0.000
H -0.38273 3.40374 1.35651 0.004
H 3.83096 -0.97784 -4.34097 0.000
H -3.85709 -3.31032 2.63918 0.000
H -5.06241 0.30449 -1.51964 0.011
H 1.53579 6.05445 -0.51160 0.000
H 0.10852 -5.90386 -1.49258 0.000
H -5.15756 2.64819 -2.26473 0.000
H -3.42072 2.82691 -2.09599 0.000
H -5.36096 2.25719 0.20686 0.000
H 4.40356 0.96442 4.11849 0.000
H -3.26255 -3.34206 4.30147 0.000
H -2.31638 -4.50878 1.67045 0.000
H -4.56385 -0.08410 3.88934 0.000
H -4.07682 0.56219 -2.92380 0.002
H -4.78515 -2.52565 3.92261 0.000
H 1.26955 4.90421 1.41002 0.007
H 5.69042 -2.11108 -1.15722 0.000
H 5.57817 0.60327 2.85359 0.000
H -2.42595 1.42081 -3.66489 0.001
H 3.87791 -2.72743 -2.61449 0.000
H 2.79360 -0.56199 3.18433 0.000
H -3.14675 2.85271 2.57803 0.000
H -4.24085 2.31592 3.86754 0.000
H -2.94790 -0.87895 -1.26814 0.013
H -1.33299 -2.43875 2.71788 0.001
H -0.38175 0.46526 -3.51836 0.016
H -3.46567 -3.84385 -0.51974 0.000
H 1.96469 4.65611 -2.56014 0.001
H -0.62587 3.76062 -1.81684 0.005
H -1.70928 0.01110 -4.53971 0.011
H -4.62359 3.81459 -0.15460 0.000
H -3.61384 2.47499 0.37874 0.000
H -0.54761 -4.39743 1.81365 0.000
```

Properties
- Energy relative to the best compared isomer or geometry (same formula, charge and spin): 11.279 eV
- Charge: +2
- 2S+1: 5
- HOMO-LUMO gap (alpha / beta): 0.225 / 0.200 Eh
- E: -4355.2994 Eh
- Largest force on an atom: 0.0896 Eh/bohr